C33H12BF15O | ωB97M-V/def2-TZVPD

Element x y z (Å)
C  -2.324  -6.727  -0.182
C  -1.053  -6.246  0.159
C  -0.898  -4.946  0.640
C  -2.016  -4.087  0.792
C  -1.859  -2.700  1.192
O  -3.045  -2.035  1.267
C  -3.062  -0.723  1.709
C  -1.861  -0.018  1.961
C  -1.993  1.256  2.568
C  -3.246  1.774  2.856
C  -4.412  1.060  2.539
C  -4.326  -0.203  1.964
C  -0.633  -0.646  1.625
C  -0.665  -2.033  1.429
C  -3.296  -4.608  0.496
C  -3.444  -5.900  -0.003
H  -2.444  -7.736  -0.579
H  -0.176  -6.885  0.046
H  0.088  -4.565  0.907
H  -1.074  1.795  2.810
H  -3.327  2.750  3.337
H  -5.390  1.490  2.742
H  -5.208  -0.796  1.729
H  0.303  -0.176  1.943
H  0.246  -2.623  1.408
H  -4.183  -3.994  0.645
H  -4.441  -6.263  -0.255
F  -2.376  3.746  -4.237
C  -1.564  3.113  -3.372
C  -0.660  2.159  -3.827
F  -0.597  1.873  -5.141
C  0.197  1.525  -2.926
F  1.035  0.596  -3.461
C  0.222  1.854  -1.567
B  1.276  1.302  -0.502
C  2.440  0.360  -1.101
C  2.454  -1.022  -0.941
F  1.441  -1.659  -0.293
C  3.436  -1.848  -1.481
F  3.368  -3.182  -1.308
C  4.457  -1.291  -2.239
F  5.378  -2.080  -2.822
C  4.492  0.089  -2.419
F  5.454  0.643  -3.182
C  3.504  0.882  -1.840
F  3.583  2.214  -2.098
C  1.997  2.487  0.321
C  2.537  2.223  1.580
F  2.447  0.971  2.119
C  3.210  3.187  2.331
F  3.684  2.886  3.553
C  3.401  4.459  1.807
F  4.068  5.395  2.508
C  2.905  4.755  0.542
F  3.115  5.972  0.002
C  2.205  3.779  -0.169
F  1.782  4.163  -1.401
H  0.474  0.551  0.364
C  -0.736  2.780  -1.143
F  -0.800  3.142  0.168
C  -1.614  3.417  -2.013
F  -2.476  4.345  -1.557

Values from the calculation:
- Kohn-Sham gap (eV) = 5.8118
- max |F| (eV/Å) = 2.44
- LUMO level (eV) = -2.69

***

C33H20AsN4ORuS5Se | ωB97M-V/def2-TZVPD

Element x y z (Å)
Ru  -0.224  0.235  -0.364
S  -0.958  0.197  1.834
C  -2.580  -0.447  2.008
C  -3.299  -0.193  3.173
C  -4.596  -0.657  3.279
C  -5.168  -1.386  2.247
C  -4.438  -1.677  1.106
C  -3.135  -1.217  0.981
As  -1.989  -1.529  -0.564
C  -3.404  -2.168  -1.775
C  -4.150  -1.250  -2.505
C  -5.178  -1.679  -3.327
C  -5.498  -3.025  -3.393
C  -4.806  -3.936  -2.614
C  -3.761  -3.515  -1.809
C  -1.139  -3.227  -0.076
C  -0.679  -4.059  -1.098
C  0.013  -5.217  -0.801
C  0.270  -5.547  0.520
C  -0.161  -4.716  1.539
C  -0.859  -3.556  1.245
H  -2.841  0.383  3.963
H  -5.169  -0.437  4.168
H  -6.187  -1.732  2.324
H  -4.878  -2.258  0.302
H  -3.912  -0.194  -2.439
H  -5.726  -0.962  -3.918
H  -6.294  -3.361  -4.040
H  -5.077  -4.981  -2.632
H  -3.225  -4.232  -1.197
H  -0.866  -3.781  -2.134
H  0.361  -5.856  -1.600
H  0.815  -6.449  0.753
H  0.053  -4.964  2.568
H  -1.185  -2.903  2.049
O  3.167  -0.416  -6.203
C  2.428  -0.312  -5.239
S  0.627  1.491  -4.618
C  0.174  0.330  -3.247
C  1.605  -1.737  -2.514
S  1.506  -1.759  -0.844
S  2.818  -2.600  -3.296
S  -1.607  0.471  -2.976
Se  6.702  1.862  -2.986
N  5.165  1.490  -3.736
C  4.225  1.418  -2.806
C  2.863  1.154  -3.083
C  2.389  1.067  -4.483
C  1.489  -1.266  -4.804
C  0.680  -1.118  -3.546
N  0.704  0.808  -2.046
C  2.000  1.107  -1.984
C  2.448  1.370  -0.642
N  1.498  1.278  0.315
C  1.843  1.551  1.565
C  3.143  1.875  1.934
C  4.139  1.908  0.977
C  3.791  1.669  -0.353
C  4.699  1.678  -1.465
N  5.984  1.943  -1.379
H  2.953  1.764  -5.105
H  1.252  -2.067  -5.487
H  -0.218  -1.751  -3.605
H  1.056  1.518  2.310
H  3.357  2.090  2.968
H  5.164  2.112  1.236

Values from the calculation:
- ⟨S²⟩ = 8.832
- Kohn-Sham gap (spin up / spin down) (eV) = 5.2785 / 4.8503
- max |F| (eV/Å) = 1.56
- 2S+1 = 6
- LUMO level (spin up / spin down) (eV) = -1.21 / -3.10

***

C33H20Br2Cl5N2O2S3Y | ωB97M-V/def2-TZVPD

Element x y z (Å)
Y  -0.533  1.253  -1.810
O  -3.904  1.872  0.982
C  -4.438  0.669  1.235
C  -5.723  0.604  1.774
C  -6.310  -0.622  2.041
C  -5.636  -1.804  1.764
C  -4.358  -1.730  1.223
C  -3.740  -0.516  0.970
C  -2.323  -0.463  0.433
O  -2.051  0.640  -0.281
N  -1.423  -0.517  1.639
N  -0.369  0.247  1.678
C  0.395  0.290  2.707
C  1.568  1.153  2.693
Br  1.631  2.432  1.310
C  2.563  1.134  3.593
C  2.708  0.175  4.700
C  2.457  -1.190  4.548
C  2.620  -2.065  5.611
C  3.050  -1.599  6.846
C  3.326  -0.248  7.005
C  3.160  0.626  5.943
H  -3.083  1.713  0.442
H  -6.244  1.534  1.960
H  -7.312  -0.652  2.453
H  -6.101  -2.764  1.948
H  -3.821  -2.641  0.976
H  -2.140  -1.391  -0.143
H  -1.715  -1.034  2.461
H  0.201  -0.294  3.608
H  3.328  1.898  3.525
H  2.153  -1.566  3.580
H  2.420  -3.120  5.467
H  3.178  -2.286  7.673
H  3.669  0.130  7.961
H  3.371  1.681  6.073
S  -1.334  5.784  -3.571
C  -1.188  4.221  -3.014
S  -1.024  3.880  -1.289
S  -1.079  2.842  -4.053
Br  1.267  -1.198  -0.637
C  2.837  -0.865  -1.649
C  3.795  -1.834  -1.680
C  4.999  -1.580  -2.373
C  5.192  -0.373  -2.978
C  4.195  0.633  -2.943
C  4.401  1.889  -3.564
C  3.426  2.840  -3.503
C  2.202  2.571  -2.846
C  1.900  1.363  -2.253
C  2.957  0.402  -2.283
H  3.636  -2.778  -1.177
H  5.765  -2.345  -2.411
H  6.118  -0.162  -3.502
H  5.337  2.074  -4.079
H  3.577  3.805  -3.974
H  1.463  3.366  -2.849
Cl  -3.884  1.102  -2.770
C  -3.065  -0.253  -3.520
C  -1.691  -0.416  -3.346
C  -1.143  -1.453  -4.075
Cl  0.601  -1.689  -4.002
C  -1.870  -2.333  -4.874
Cl  -1.110  -3.637  -5.732
C  -3.245  -2.161  -4.973
Cl  -4.196  -3.252  -5.926
C  -3.852  -1.103  -4.298
Cl  -5.563  -0.887  -4.447

Values from the calculation:
- Kohn-Sham gap (eV) = 5.5316
- max |F| (eV/Å) = 0.71
- energy relative to the best compared isomer or geometry (same formula, charge and spin) (kJ/mol) = 16.73
- total charge = -2
- LUMO level (eV) = 3.68

***

C33H22F9MoNPS3SbSe3Te | ωB97M-V/def2-TZVPD

Element x y z (Å)
Mo  1.478  3.041  0.435
Se  1.200  4.217  2.837
Se  2.830  3.461  4.230
Te  3.323  1.091  3.471
Se  3.294  1.603  0.929
S  4.658  3.838  -3.039
Sb  2.490  4.452  -2.648
S  1.441  2.333  -1.871
S  2.534  4.973  -0.163
F  2.327  -7.423  1.885
C  3.211  -6.704  1.162
F  3.340  -7.367  -0.004
F  4.387  -6.820  1.791
C  2.757  -5.289  0.967
C  3.491  -4.223  1.467
C  3.021  -2.936  1.278
C  1.829  -2.719  0.600
C  1.110  -3.794  0.086
C  1.569  -5.080  0.270
P  1.216  -0.998  0.400
C  1.230  -0.967  -1.434
C  0.180  -1.242  -2.306
C  0.351  -1.044  -3.663
C  1.578  -0.613  -4.155
C  2.647  -0.388  -3.302
C  2.459  -0.556  -1.946
C  1.734  -0.397  -5.630
F  2.947  0.034  -5.990
F  0.851  0.488  -6.127
F  1.523  -1.540  -6.330
C  -0.505  -1.268  0.918
C  -1.558  -0.566  0.338
C  -2.826  -0.633  0.880
C  -3.040  -1.362  2.043
C  -1.986  -2.027  2.657
C  -0.726  -1.972  2.101
C  -4.421  -1.434  2.625
F  -5.149  -2.442  2.082
F  -5.142  -0.320  2.425
F  -4.427  -1.654  3.950
H  4.412  -4.402  2.002
H  3.569  -2.090  1.667
H  0.188  -3.619  -0.448
H  1.022  -5.928  -0.114
H  -0.773  -1.598  -1.942
H  -0.470  -1.201  -4.348
H  3.592  -0.042  -3.689
H  3.265  -0.325  -1.259
H  -1.371  0.034  -0.540
H  -3.651  -0.102  0.431
H  -2.156  -2.572  3.572
H  0.096  -2.474  2.590
C  -2.711  1.624  3.715
C  -3.267  2.558  2.853
C  -2.558  3.013  1.763
C  -1.265  2.530  1.502
C  -0.712  1.593  2.387
C  -1.426  1.160  3.486
N  -0.513  2.998  0.449
C  -1.211  3.458  -0.662
C  -2.254  2.716  -1.229
C  -2.836  3.120  -2.412
C  -2.413  4.279  -3.047
C  -1.431  5.058  -2.457
C  -0.850  4.665  -1.265
H  -3.277  1.259  4.558
H  -4.258  2.944  3.043
H  -2.979  3.770  1.115
H  0.283  1.192  2.176
H  -0.974  0.453  4.167
H  -2.587  1.813  -0.739
H  -3.618  2.517  -2.853
H  -2.853  4.570  -3.991
H  -1.108  5.975  -2.934
H  -0.124  5.300  -0.759

Values from the calculation:
- ⟨S²⟩ = 0.792
- Kohn-Sham gap (spin up / spin down) (eV) = 4.8733 / 5.2504
- max |F| (eV/Å) = 2.53
- energy relative to the best compared isomer or geometry (same formula, charge and spin) (kJ/mol) = 0.00
- 2S+1 = 2
- total charge = -1
- LUMO level (spin up / spin down) (eV) = 0.24 / 0.64

***

C33H23Br2N7O3Pt | ωB97M-V/def2-TZVPD

Element x y z (Å)
Pt  3.651  0.269  2.768
Br  4.402  0.177  5.419
C  6.242  0.212  4.831
Br  6.250  0.293  2.876
H  6.740  -0.705  5.126
H  6.723  1.113  5.197
C  -5.574  0.434  -7.899
O  -5.675  0.361  -6.433
C  -4.657  0.298  -5.656
C  -4.960  0.238  -4.253
C  -3.947  0.166  -3.348
C  -2.603  0.151  -3.787
C  -2.300  0.212  -5.170
C  -3.292  0.285  -6.102
C  -1.557  0.062  -2.762
N  -1.805  0.000  -1.484
C  -0.579  -0.109  -0.867
C  0.452  -0.095  -1.836
N  -0.188  0.014  -3.022
C  1.853  -0.105  -1.506
C  2.942  0.085  -2.374
C  4.204  0.157  -1.837
C  4.368  0.095  -0.447
N  3.364  -0.094  0.400
C  2.123  -0.251  -0.143
C  1.042  -0.489  0.781
N  1.431  -0.720  2.022
C  0.288  0.061  4.000
C  -1.250  0.058  3.716
C  -1.443  -0.144  1.523
C  -0.333  -0.257  0.501
H  -6.602  0.501  -8.233
H  -5.106  -0.480  -8.256
H  -5.016  1.328  -8.165
H  -6.002  0.250  -3.959
H  -4.159  0.116  -2.290
H  -1.276  0.201  -5.520
H  -3.061  0.330  -7.157
H  0.246  0.052  -3.932
H  2.805  0.187  -3.443
H  5.072  0.300  -2.465
H  5.355  0.221  -0.021
H  0.546  -0.010  5.055
H  -1.873  0.140  4.601
H  -2.384  -0.164  0.980
O  -3.777  -0.952  2.703
N  -2.872  -1.738  2.878
O  -2.955  -2.937  2.952
C  -1.502  -1.145  2.761
C  -1.440  1.075  2.573
C  -0.230  1.957  2.614
C  0.028  3.185  2.014
C  1.310  3.704  2.119
C  2.310  2.920  2.670
N  2.064  1.720  3.228
C  0.779  1.328  3.318
C  0.748  -1.126  3.176
N  2.139  -1.582  2.980
C  2.341  -2.984  2.700
C  1.297  -3.803  2.560
C  -0.092  -3.342  2.566
C  -0.345  -2.070  2.864
H  -2.398  1.585  2.548
H  -0.746  3.730  1.488
H  1.558  4.679  1.721
H  3.345  3.241  2.654
H  3.375  -3.291  2.734
H  1.494  -4.860  2.428
H  -0.885  -4.035  2.321

Values from the calculation:
- ⟨S²⟩ = 6.069
- Kohn-Sham gap (spin up / spin down) (eV) = 7.2466 / 5.6419
- max |F| (eV/Å) = 1.35
- energy relative to the best compared isomer or geometry (same formula, charge and spin) (kJ/mol) = 586.22
- 2S+1 = 5
- total charge = +4
- LUMO level (spin up / spin down) (eV) = -11.40 / -13.67

***

C33H23Br3N8O2SSn | ωB97M-V/def2-TZVPD

Element x y z (Å)
Sn  -0.695  -1.297  -0.438
N  -1.495  -0.226  4.283
C  -0.751  -0.796  3.272
S  -1.247  -2.314  2.675
N  0.302  -0.043  2.936
N  0.950  -0.523  1.865
C  2.057  0.036  1.523
C  2.682  1.158  2.285
C  2.265  2.471  2.090
C  2.857  3.508  2.798
C  3.869  3.244  3.712
C  4.291  1.935  3.911
C  3.701  0.901  3.197
C  2.743  -0.497  0.329
C  3.898  0.126  -0.162
C  4.568  -0.426  -1.236
C  4.077  -1.587  -1.815
C  2.900  -2.108  -1.305
N  2.241  -1.591  -0.273
H  -2.429  -0.592  4.363
H  -1.387  0.773  4.375
H  1.490  2.688  1.366
H  2.526  4.525  2.624
H  4.329  4.054  4.266
H  5.081  1.721  4.621
H  4.024  -0.123  3.350
H  4.252  1.036  0.303
H  5.455  0.056  -1.629
H  4.567  -2.054  -2.660
H  2.449  -2.986  -1.758
C  -1.624  2.386  0.801
C  -2.818  1.521  1.062
C  -3.865  1.970  1.902
C  -4.933  1.162  2.153
C  -4.989  -0.126  1.578
C  -6.042  -1.052  1.767
Br  -7.540  -0.612  2.874
C  -6.014  -2.279  1.168
C  -4.930  -2.638  0.364
Br  -4.930  -4.363  -0.430
C  -3.830  -1.803  0.115
O  -2.839  -2.137  -0.603
C  -3.900  -0.498  0.755
N  -2.859  0.331  0.512
H  -1.868  3.445  0.885
H  -1.211  2.187  -0.185
H  -0.842  2.152  1.529
H  -3.809  2.963  2.331
H  -5.743  1.496  2.788
H  -6.820  -2.982  1.319
N  1.760  0.321  -3.098
C  1.202  1.212  -2.238
O  0.271  0.844  -1.490
C  1.765  2.537  -2.226
C  2.860  2.836  -3.065
N  3.740  3.031  -3.795
C  1.274  3.553  -1.379
N  0.901  4.421  -0.710
H  1.386  -0.613  -3.126
H  2.541  0.575  -3.677
Br  -0.355  -3.914  -7.022
C  -0.470  -3.206  -5.246
C  -0.922  -1.913  -5.061
C  -0.988  -1.413  -3.761
C  -0.618  -2.163  -2.640
C  -0.188  -3.468  -2.895
C  -0.104  -4.004  -4.178
H  -1.208  -1.305  -5.910
H  -1.334  -0.391  -3.630
H  0.090  -4.114  -2.064
H  0.236  -5.019  -4.343

Values from the calculation:
- Kohn-Sham gap (eV) = 5.5519
- max |F| (eV/Å) = 0.50
- energy relative to the best compared isomer or geometry (same formula, charge and spin) (kJ/mol) = 53.77
- total charge = -2
- LUMO level (eV) = 3.75

***

C33H23ClN2O7PReS | ωB97M-V/def2-TZVPD

Element x y z (Å)
Re  -0.620  -0.395  -0.680
O  1.345  2.158  -2.668
C  1.143  1.983  -1.503
O  -0.016  1.523  -0.982
C  2.087  2.244  -0.382
C  3.311  2.853  -0.602
C  4.159  3.084  0.470
C  3.782  2.690  1.744
C  2.562  2.060  1.963
C  1.699  1.834  0.898
P  0.058  1.060  1.142
C  -1.182  2.332  1.464
C  -2.290  2.049  2.264
C  -3.246  3.026  2.492
C  -3.098  4.290  1.939
C  -1.992  4.579  1.152
C  -1.040  3.603  0.909
C  0.289  0.241  2.755
C  -0.044  0.816  3.981
C  0.281  0.173  5.168
C  0.950  -1.041  5.145
C  1.307  -1.610  3.931
C  0.981  -0.971  2.745
H  3.577  3.148  -1.609
H  5.112  3.570  0.315
H  4.444  2.869  2.581
H  2.295  1.745  2.962
H  -2.412  1.069  2.707
H  -4.108  2.796  3.104
H  -3.845  5.050  2.124
H  -1.872  5.565  0.723
H  -0.183  3.837  0.291
H  -0.540  1.776  4.024
H  0.013  0.629  6.111
H  1.199  -1.539  6.073
H  1.841  -2.551  3.907
H  1.269  -1.413  1.802
Cl  -0.019  -7.698  0.246
C  0.142  -5.987  0.069
C  1.315  -5.354  0.542
C  1.490  -4.006  0.426
C  0.494  -3.188  -0.163
O  0.711  -1.916  -0.264
C  -0.682  -3.832  -0.648
C  -1.721  -3.140  -1.282
O  -1.846  -1.894  -1.450
C  -0.827  -5.244  -0.520
H  2.081  -5.964  1.003
H  2.392  -3.528  0.786
H  -2.541  -3.733  -1.695
H  -1.725  -5.717  -0.896
S  2.081  -1.063  -4.383
C  1.576  -0.933  -2.771
N  0.345  -0.542  -2.587
C  -0.310  -0.325  -3.805
C  -1.618  0.124  -3.984
C  -2.076  0.287  -5.272
C  -1.258  0.019  -6.378
C  0.040  -0.411  -6.213
C  0.505  -0.576  -4.910
H  2.240  -1.158  -1.950
H  -2.248  0.344  -3.136
H  -3.086  0.637  -5.435
H  -1.649  0.159  -7.377
H  0.679  -0.607  -7.063
O  -2.482  0.619  -0.844
N  -2.995  0.045  0.175
O  -4.119  0.132  0.518
O  -2.104  -0.682  0.799

Values from the calculation:
- ⟨S²⟩ = 0.755
- Kohn-Sham gap (spin up / spin down) (eV) = 7.3457 / 6.6889
- max |F| (eV/Å) = 1.04
- energy relative to the best compared isomer or geometry (same formula, charge and spin) (kJ/mol) = 46.97
- 2S+1 = 2
- total charge = +1
- LUMO level (spin up / spin down) (eV) = -3.73 / -4.25